Entry 1:
DFT (wB97M-V/def2-TZVPD) results for 4 unconnected molecules or ions with the total composition C3H12N2O5.

Cartesian coordinates (Å):
1 C 0.93867 2.77477 -0.07204
2 N 0.24403 1.62959 -0.45691
3 C 0.41303 1.12667 -1.77579
4 C 0.09573 -0.38606 -1.76845
5 N -1.17806 -0.71587 -1.42346
6 O 0.87276 -1.21694 -2.15812
7 O 0.78146 3.19611 1.04817
8 H 1.51103 3.27162 -0.85695
9 H -0.42817 1.16503 0.19261
10 H 1.36213 1.40280 -2.23418
11 H -0.37462 1.54068 -2.43401
12 H -1.36520 -1.71706 -1.44888
13 H -1.88866 -0.13768 -1.00730
14 H -1.56633 1.57009 1.79527
15 H -1.05078 0.12524 1.88395
16 O -1.67033 0.70309 1.38130
17 H 0.56016 -1.74966 2.28070
18 H -0.91071 -2.11115 2.66608
19 O -0.20604 -1.46763 2.81654
20 H 1.74504 -3.60616 0.76118
21 H 1.08545 -2.44396 0.00235
22 O 1.02939 -2.95353 0.80793

- 2S+1: 2
- Expectation value of S²: 0.7692
- Gap between HOMO and LUMO (alpha / beta): 10.8184 / 5.7027 eV
- ΔE to the lowest compared entry with this formula, charge and spin: 0.0 kcal per mole
- Total charge: +1
- LUMO (alpha / beta): -3.92 / -9.03 eV

Entry 2:
DFT (wB97M-V/def2-TZVPD) results for a gas-phase ion, C3H12N2OP (charge +1).

Cartesian coordinates (Å):
1 C 0.19222 2.35303 0.07617
2 N -0.46230 1.03332 0.20962
3 P -0.10166 -0.35356 -0.53753
4 C -1.63838 -1.31210 -0.81977
5 N 0.83098 0.17913 -1.78598
6 O 0.73289 -1.29409 0.40098
7 C 1.66221 -0.82676 1.42560
8 H 0.98939 2.10361 -0.67577
9 H -0.28588 3.14182 -0.30819
10 H 0.72548 2.63103 1.05083
11 H -1.35999 1.01319 0.75801
12 H -2.08630 -1.36513 0.19801
13 H -1.42934 -2.28065 -0.98965
14 H -2.41488 -0.60723 -1.39546
15 H 0.22313 0.49419 -2.55527
16 H 1.35641 -0.57983 -2.23101
17 H 1.51342 0.31049 1.48485
18 H 2.62728 -1.11896 0.92434
19 H 1.23497 -1.26200 2.34517

- Gap between HOMO and LUMO: 11.7516 eV
- SMILES: C[NH+]=[P@@](C)(N)OC
- ΔE to the lowest compared entry with this formula, charge and spin: 7.5 kcal per mole
- Total charge: +1
- LUMO: -2.97 eV

Entry 3:
DFT (wB97M-V/def2-TZVPD) results for 2 unconnected molecules or ions with the total composition C3H12N2OS.

Cartesian coordinates (Å):
1 N 1.78780 -0.25537 -1.59038
2 C 0.99511 0.92337 -1.81348
3 N 0.33462 1.51258 -0.59305
4 C -0.68854 0.62064 -0.09001
5 C -0.79719 0.61723 1.43391
6 S -2.24518 -0.25990 2.07184
7 H 1.35791 -1.15085 -1.39440
8 H 2.56789 -0.10506 -0.96825
9 H 0.20877 0.59772 -2.48730
10 H 1.62194 1.75384 -2.12231
11 H 1.07851 1.55713 0.10528
12 H -0.61602 -0.41594 -0.44011
13 H -1.68757 0.95752 -0.40913
14 H -0.92955 1.65766 1.76347
15 H 0.13715 0.36225 1.93252
16 H -3.27065 0.52033 1.65555
17 O 0.24595 -3.01493 0.64721
18 H -0.62909 -3.30489 0.86040
19 H 0.52815 -2.57334 1.43825

- Gap between HOMO and LUMO: 9.4294 eV
- SMILES: NCNCCS.O
- ΔE to the lowest compared entry with this formula, charge and spin: 19.1 kcal per mole
- Total charge: 0
- LUMO: 0.62 eV

Entry 4:
DFT (wB97M-V/def2-TZVPD) results for 2 unconnected molecules or ions with the total composition C3H12N2OS.

Cartesian coordinates (Å):
1 N -0.21729 0.89888 -2.50344
2 C -1.25067 0.04385 -1.93618
3 N -0.80449 -0.35836 -0.58921
4 C 0.42370 -1.14636 -0.67480
5 C 1.04568 -1.41368 0.70115
6 S 1.60444 0.14422 1.55660
7 H -0.60925 1.37476 -3.29920
8 H -0.06364 1.59811 -1.78892
9 H -1.47156 -0.84774 -2.53443
10 H -2.22258 0.53753 -1.81904
11 H -1.53891 -0.93411 -0.20516
12 H 1.19732 -0.67095 -1.26051
13 H 0.17883 -2.14238 -1.07313
14 H 1.81244 -2.15998 0.51231
15 H 0.36704 -1.75652 1.47877
16 H 0.40762 0.76324 1.48270
17 O -1.73939 1.20097 1.56888
18 H -1.56230 0.95431 0.63822
19 H -2.05984 2.09764 1.57819

- Gap between HOMO and LUMO: 9.3025 eV
- SMILES: NCNCCS.O
- ΔE to the lowest compared entry with this formula, charge and spin: 14.9 kcal per mole
- Total charge: 0
- LUMO: 0.71 eV

Number 1: largest force on an atom 1.9 eV Å⁻¹. Number 2: largest force on an atom 6.3 eV Å⁻¹. Number 3: largest force on an atom 1.8 eV Å⁻¹. Number 4: largest force on an atom 1.7 eV Å⁻¹.